Entry from OMol25: C17H35Cl3LiN3O3S as an isolated structure (the ωB97M-V functional and the def2-TZVPD basis).

CARTESIAN COORDINATES (ANGSTROEM)
Li 0.717608 -0.015923 1.928498
C 3.597263 0.065605 1.252163
O 2.383813 -0.662480 1.349429
C 2.550274 -1.888339 2.056843
C 1.177663 -2.535175 2.138477
O 0.245390 -1.577500 2.628890
C 0.169286 -1.526431 4.047644
C -0.546776 -0.227274 4.343145
O 0.026035 0.780873 3.513591
C 1.211851 1.347831 4.046823
H 4.355581 -0.520011 0.723635
H 3.960065 0.339840 2.247414
H 3.405797 0.981636 0.687052
H 2.939933 -1.674274 3.057647
H 3.252180 -2.542214 1.528685
H 1.183323 -3.443953 2.749751
H 0.844323 -2.803531 1.130259
H 1.169770 -1.524232 4.489800
H -0.389143 -2.386312 4.431401
H -0.513864 0.042733 5.404143
H -1.596951 -0.311993 4.044995
H 1.003222 1.832442 5.005651
H 1.574524 2.106072 3.347842
H 1.993044 0.593823 4.172603
C -3.617485 3.862783 -2.221255
C -3.824249 2.421137 -1.784204
C -3.329408 2.133760 -0.363115
C -1.830545 2.351391 -0.146566
N -1.004119 1.534165 -1.028110
C -0.605605 0.226948 -0.822892
S -0.971464 -0.682949 0.527335
N 0.133831 -0.214940 -1.902504
C 0.788545 -1.510680 -2.056390
C 0.544742 -2.093741 -3.447621
C -0.916214 -2.458879 -3.729705
C -1.436571 -3.590247 -2.855951
H -4.083760 4.029126 -3.197597
H -2.554978 4.104345 -2.317529
H -4.068754 4.558671 -1.507226
H -3.335925 1.749441 -2.499333
H -4.896510 2.194816 -1.827510
H -3.590014 1.097887 -0.116805
H -3.879566 2.768247 0.342541
H -1.572287 2.140358 0.896003
H -1.559152 3.395075 -0.335120
H -0.887034 1.895817 -1.962700
H 0.463063 0.502230 -2.531135
H 0.487725 -2.216906 -1.280634
H 1.861039 -1.326697 -1.925398
H 1.170036 -2.985811 -3.573485
H 0.872305 -1.369473 -4.204100
H -0.998035 -2.766871 -4.778892
H -1.559528 -1.579805 -3.610221
H -0.800484 -4.476899 -2.941278
H -2.448819 -3.868982 -3.165916
H -1.483028 -3.298660 -1.803247
Cl 4.245013 1.825238 -1.730531
C 2.538899 1.381357 -1.994124
Cl 2.444345 0.066783 -3.194211
Cl 1.640334 2.799670 -2.592736
C 1.949356 0.928540 -0.725018
N 1.482823 0.570278 0.279441
H -0.082736 1.452263 1.801360

Force components x, y, z for each atom (eV/Å):
-0.3671 1.5057 -0.7339
0.9645 0.1020 0.4857
3.0492 -3.4188 2.7714
0.2205 -0.3186 0.1919
0.0469 -0.0551 -0.3901
0.3368 -1.8384 1.2381
-0.1450 -0.0117 0.3312
-0.1031 0.0986 0.0571
-0.0099 -0.3663 2.1820
-0.0442 0.2595 0.3254
0.0169 -0.0674 0.0783
0.0902 -0.1459 0.0496
0.5641 -0.5137 0.8057
0.1367 -0.0907 0.0814
0.0430 -0.0644 0.0882
0.0753 0.1233 0.0394
-0.0499 0.1330 0.1631
0.0553 -0.0779 0.0139
0.0660 -0.0468 -0.0037
0.0567 -0.1350 0.0068
0.1531 0.0971 -0.0816
0.0861 -0.1019 0.0409
-0.3044 -0.1546 -0.1691
0.1634 -0.0871 0.1671
-0.0328 0.0370 -0.2284
-0.1732 0.0081 0.1944
-0.1270 -0.1313 -0.3300
-0.5696 -0.1763 0.1703
0.1064 -1.2400 0.5382
-1.2710 0.9755 -1.6730
-1.2446 -0.2127 -1.5974
-1.6230 -0.8090 0.5821
-0.3354 -0.4861 0.6358
-0.2893 -0.0442 -0.0449
0.0592 -0.0672 -0.1125
-0.1721 -0.0358 0.0935
0.0818 0.0844 0.0938
-0.0799 0.0803 0.0418
0.0903 -0.0275 -0.0531
-0.0339 -0.0311 0.0742
0.1238 -0.0547 -0.0458
0.1816 0.0829 0.0829
0.0919 0.0065 -0.0343
0.3342 -0.1117 -0.2441
0.0245 -0.1029 0.0378
0.0709 -0.1116 0.0777
-0.7243 -0.2626 -0.0003
-0.4323 0.3671 -0.0025
-0.7712 -1.1794 0.7011
-0.0144 0.0369 0.0542
-0.1407 -0.2443 0.0179
0.0296 0.1066 0.0707
0.1451 -0.0292 0.0135
-0.0391 0.0369 0.0101
0.1197 -0.0232 0.0873
0.0109 -0.0141 -0.0565
-0.0930 0.0021 -0.0719
0.0176 -0.1994 1.1509
2.7363 2.4760 -1.9750
0.0518 0.1247 -0.2411
0.1364 0.1702 -0.2943
-1.6728 4.5361 -4.1163
0.3267 1.6383 -1.3455

Computed properties:
LUMO (alpha / beta) = 0.2 / 0.2 eV
Kohn-Sham gap (alpha / beta) = 4.5 / 4.5 eV
molecular weight = 474.85 g/mol
strongest force on any atom = 6.3 eV/A
E = -2844.70196 a.u.
HOMO (alpha / beta) = -0.15803 / -0.15818 Eh
total charge = 0